Run a
ORCA calculation (ωB97M-V with the def2-TZVPD basis set) on one molecule with the formula C14H13NOS.

```
! wB97M-V def2-TZVPD RIJCOSX def2/J DEFGRID3
* xyz 0 1
C -3.5843 -1.3274 1.1401
C -2.3661 -0.6560 0.5491
O -2.0026 -1.2882 -0.6902
C -0.6727 -1.6254 -0.7845
C -0.2904 -2.9515 -0.6618
C 1.0488 -3.3257 -0.7388
C 2.0297 -2.3647 -0.9320
C 1.6391 -1.0415 -1.0994
C 0.3002 -0.6568 -1.0443
N -0.0365 0.6897 -1.2642
C 0.6885 1.6313 -0.5025
C 0.0422 2.6407 0.2074
C 0.8050 3.5577 0.9208
C 2.1922 3.4612 0.9487
C 2.8381 2.4393 0.2653
C 2.0815 1.5374 -0.4714
S 2.8231 0.2406 -1.4324
H -3.4536 -2.4043 1.1168
H -4.4813 -1.0653 0.5934
H -3.6868 -0.9957 2.1686
H -1.5265 -0.6410 1.2383
H -2.6120 0.3892 0.3415
H -1.0525 -3.6937 -0.4834
H 1.3099 -4.3642 -0.6191
H 3.0751 -2.6182 -0.9818
H -1.0305 0.8495 -1.2504
H -1.0333 2.7123 0.2006
H 0.2927 4.3375 1.4610
H 2.7521 4.1852 1.5175
H 3.9108 2.3479 0.2874
*
```

**SMILES string**: CCOc1cccc2c1Nc1ccccc1S2
**E_LUMO**: 0.8 eV
**Frontier orbital gap**: 8.6 eV

Run b
ORCA calculation (ωB97M-V with the def2-TZVPD basis set) on one molecule with the formula C14H13NOS.

```
! wB97M-V def2-TZVPD RIJCOSX def2/J DEFGRID3
* xyz 0 1
C -1.7426 2.1465 1.3113
C -1.4962 3.2380 0.1132
O -1.9291 2.8068 -1.2249
C -1.8257 1.3505 -1.4072
C -3.1916 0.4245 -1.6803
C -3.1275 -1.2271 -1.8910
C -1.6716 -2.0085 -1.8449
C -0.2848 -1.1380 -1.5698
C -0.4081 0.5164 -1.3579
S 1.2604 1.3778 -1.0028
C 2.1244 0.1086 0.1350
C 2.9915 0.5757 1.4464
C 3.6395 -0.6607 2.3661
C 3.4379 -2.2467 1.9153
C 2.5552 -2.6862 0.5741
C 1.8765 -1.4832 -0.3147
N 1.0351 -1.8755 -1.5286
H -1.0458 1.2014 1.2740
H -1.5129 2.6809 2.3439
H -2.8704 1.8268 1.3311
H -2.0646 4.2557 0.3698
H -0.3417 3.5265 0.1133
H -4.2820 0.9035 -1.7061
H -4.1269 -1.8450 -2.0869
H -1.5502 -3.1881 -1.9792
H 3.1147 1.7205 1.7259
H 4.2580 -0.4278 3.3572
H 3.9056 -3.1581 2.5243
H 2.3700 -3.7912 0.2332
H 0.9031 -2.9241 -1.5400
*
```

**SMILES string**: CCOc1cccc2c1Sc1ccccc1N2
**E_LUMO**: -0.1 eV
**Frontier orbital gap**: 7.6 eV

Verdict on stability: run a comes out on top.

Run a
ORCA calculation (ωB97M-V with the def2-TZVPD basis set) on one molecule with the formula C3H9NOSi.

```
! wB97M-V def2-TZVPD RIJCOSX def2/J DEFGRID3
* xyz 0 1
C -0.4127 -0.9756 -0.1439
C -1.9528 -0.9166 -0.1109
C -0.0844 1.6107 0.0236
N 0.3392 0.2152 -0.1488
O 0.1964 -2.0300 -0.0257
Si 2.0860 -0.2057 -0.0001
H -2.2907 -1.7826 -0.5115
H -2.3436 -0.8759 0.8913
H -2.4481 0.0792 -0.5288
H 0.5745 2.2036 -0.4553
H -1.0210 1.6777 -0.3020
H -0.1082 1.7981 1.0672
H 2.8022 1.2059 0.2670
H 2.5051 -0.8853 -1.2902
H 2.1582 -1.1187 1.2681
*
```

**SMILES string**: CC(=O)N(C)[SiH3]
**E_LUMO**: 0.8 eV
**Frontier orbital gap**: 10.4 eV

Run b
ORCA calculation (ωB97M-V with the def2-TZVPD basis set) on a 2-piece molecular cluster, C3H9NOSi overall.

```
! wB97M-V def2-TZVPD RIJCOSX def2/J DEFGRID3
* xyz 0 1
C 0.0831 -1.7184 -0.4996
C 0.3027 1.2396 -1.3020
C 0.8347 0.2947 1.8973
N -2.6076 -0.0202 0.2048
O -2.9506 0.9342 -0.4132
Si 0.1363 0.0133 0.1525
H 1.1567 -2.0534 -0.4770
H -0.5259 -2.4767 0.0053
H -0.4830 -1.6072 -1.4194
H 0.4580 0.6333 -2.2299
H -0.6310 1.7705 -1.3094
H 1.1573 1.9466 -1.3807
H 0.2433 0.0420 2.7637
H 1.7557 -0.3347 2.0209
H 1.0703 1.3364 1.9869
*
```

**E_LUMO (alpha / beta)**: 0.5 / 0.6 eV
**Frontier orbital gap (alpha / beta)**: 6.8 / 7.2 eV

Verdict on stability: run a comes out on top.

Run a
ORCA calculation (ωB97M-V with the def2-TZVPD basis set) on a 2-piece molecular cluster, C2H2ClO2 overall.

```
! wB97M-V def2-TZVPD RIJCOSX def2/J DEFGRID3
* xyz 1 1
C 0.2380 0.1787 0.1029
C -0.2069 4.3631 -1.1394
O -1.2743 4.3380 -1.5306
O 0.3432 1.3960 -0.1623
Cl 1.2277 4.1422 -0.5697
H -0.0765 -0.6236 -0.5756
H 0.9006 -0.3272 0.8327
*
```

**E_LUMO**: -6.3 eV
**Frontier orbital gap**: 7.9 eV

Run b
ORCA calculation (ωB97M-V with the def2-TZVPD basis set) on a 2-piece molecular cluster, C2H2ClO2 overall.

```
! wB97M-V def2-TZVPD RIJCOSX def2/J DEFGRID3
* xyz 1 1
C -0.5261 0.1395 0.5505
C -1.8528 -2.6285 -0.0024
O -0.8885 -3.0037 -0.4784
O -1.5117 -0.2589 0.0183
Cl -3.1418 -2.3124 0.7961
H -0.3209 1.3059 0.5106
H 0.1040 -0.6405 1.0027
*
```

**E_LUMO**: -6.0 eV
**Frontier orbital gap**: 9.3 eV

Verdict on stability: run b comes out on top.

Run a
ORCA calculation (ωB97M-V with the def2-TZVPD basis set) on a 2-piece molecular cluster, C3H3BrO2 overall.

```
! wB97M-V def2-TZVPD RIJCOSX def2/J DEFGRID3
* xyz 0 1
C -2.0009 -1.1873 -0.8851
C 1.8777 0.9610 0.5875
C 0.7596 0.0272 0.9613
O -1.9622 -2.2267 -1.3946
O 1.2651 0.8333 1.8277
Br -3.2410 0.1946 -1.4864
H -1.3573 -0.8739 -0.0926
H 2.8711 0.5472 0.5481
H 1.7879 1.7246 -0.0658
*
```

**E_LUMO**: 0.1 eV
**Frontier orbital gap**: 10.4 eV

Run b
ORCA calculation (ωB97M-V with the def2-TZVPD basis set) on a 2-piece molecular cluster, C3H3BrO2 overall.

```
! wB97M-V def2-TZVPD RIJCOSX def2/J DEFGRID3
* xyz 0 1
C 0.0816 0.4753 -0.0151
C 1.6849 -1.6420 0.3903
C -1.3263 1.0623 -0.4724
O 0.9860 1.1073 0.4677
O 1.8337 -2.5184 -0.3483
Br -2.7001 -0.2027 0.0442
H 1.9552 -1.4269 1.4426
H -1.1182 1.1186 -1.4889
H -1.3968 2.0264 -0.0202
*
```

**E_LUMO (alpha / beta)**: 0.5 / -0.4 eV
**Frontier orbital gap (alpha / beta)**: 8.8 / 7.3 eV

Verdict on stability: run a comes out on top.

Run a
ORCA calculation (ωB97M-V with the def2-TZVPD basis set) on C2H8KN4O2 as an isolated structure.

```
! wB97M-V def2-TZVPD RIJCOSX def2/J DEFGRID3
* xyz 1 1
K -22.7614 0.7656 -14.9308
C -25.5008 -1.7052 -11.4334
O -24.6615 -0.8818 -11.4096
N -26.5443 -1.6097 -10.6270
N -25.5878 -2.5673 -12.3623
H -26.4473 -0.9689 -9.8524
H -27.4070 -2.1098 -10.7875
H -24.7674 -2.6679 -12.9428
H -26.4668 -2.9985 -12.6104
C -21.2454 0.0197 -19.6832
O -21.0079 0.6242 -18.6926
N -20.9372 0.4169 -20.8984
N -21.5771 -1.2217 -19.6380
H -20.2038 1.0984 -21.0314
H -21.3592 -0.0628 -21.6806
H -21.6328 -1.7514 -20.4961
H -21.7478 -1.7036 -18.7669
*
```

**E_LUMO**: -3.9 eV
**Frontier orbital gap**: 8.5 eV

Run b
ORCA calculation (ωB97M-V with the def2-TZVPD basis set) on C2H8KN4O2 as an isolated structure.

```
! wB97M-V def2-TZVPD RIJCOSX def2/J DEFGRID3
* xyz 1 1
K -0.8088 0.2024 -0.6517
C -1.3209 2.2740 0.1760
O -2.2611 1.5001 0.1580
N -0.7358 2.6961 1.2781
N -0.8040 2.7692 -0.8375
H -0.9392 2.2179 2.1441
H 0.2363 2.9563 1.1920
H -1.4095 2.6927 -1.6423
H 0.0779 3.2546 -0.7558
C 0.6112 -2.2457 -0.2178
O -0.2774 -1.3753 -0.4463
N 0.5160 -3.5044 -0.3947
N 1.7739 -1.9152 0.3373
H -0.3496 -3.8033 -0.8205
H 1.2689 -4.1750 -0.3348
H 2.5179 -2.5496 0.0842
H 1.9043 -0.9946 0.7317
*
```

**E_LUMO**: -3.3 eV
**Frontier orbital gap**: 10.3 eV

Verdict on stability: run a comes out on top.